1.
Below is a gas-phase ion, C8H10N3O (charge +1) in a non-equilibrium geometry, with properties calculated with ωB97M-V with the def2-TZVPD basis set.

Output
E_tot = -14963.933 eV
E_HOMO = -12.4 eV
max |F| = 3.8 eV/Å
LUMO energy = -4.29 eV

ORCA input file:
```
! wB97M-V def2-TZVPD RIJCOSX def2/J DEFGRID3
* xyz 1 1
C 1.0300 -1.9814 -1.7051
C 1.4925 -1.5078 -0.4938
C -0.0985 -1.3490 -2.2871
C 1.0998 -0.2374 -0.0252
C 0.0817 0.4886 -0.7290
C -0.5536 -0.1066 -1.7797
C 1.5170 0.4943 1.2276
C -0.7554 1.3271 2.0487
N -2.7619 2.0303 1.1842
N -1.8369 1.3934 1.6193
N 0.3154 0.4099 2.2474
O -1.5535 0.5458 -2.4223
H 1.4733 -2.9406 -2.0075
H 2.1623 -2.0617 0.0355
H -0.4361 -1.5623 -3.2482
H 2.1927 -0.0066 1.8491
H 1.4762 1.5056 1.0060
H -0.0370 1.5613 -0.4981
H -3.6913 1.9007 1.5395
H -0.0412 -0.6045 2.4226
H 0.5795 0.6621 3.2344
H -1.6548 0.0388 -3.2182
*
```

2.
Below is a gas-phase ion, C8H10N3O2 (charge +1) in a non-equilibrium geometry, with properties calculated with ωB97M-V with the def2-TZVPD basis set.

Output
SMILES = CC(=O)/N=C(\N)O[n+]1ccccc1
E_tot = -17014.080 eV
E_HOMO = -13.1 eV
max |F| = 3.4 eV/Å
LUMO energy = -5.28 eV

ORCA input file:
```
! wB97M-V def2-TZVPD RIJCOSX def2/J DEFGRID3
* xyz 1 1
C -0.1301 1.6949 -3.3635
C -0.1774 0.2801 -3.4920
C 0.4987 2.2683 -2.2536
C 0.2531 -0.3958 -2.3921
C 0.8504 1.5306 -1.1270
C -0.5138 -1.2177 3.0468
C -0.0052 -0.6068 0.8849
C 0.2132 -1.8477 4.1628
N 0.7949 0.2185 -1.3250
N -1.0879 0.0556 0.5322
N 0.4478 -1.0376 1.9888
O -1.6926 -1.0084 2.9843
O 0.9157 -0.7056 -0.2583
H -0.4472 2.4767 -4.0577
H -0.5193 -0.0846 -4.4679
H 0.6753 3.3874 -2.3280
H 0.3288 -1.4503 -2.3996
H 1.3869 1.8407 -0.2357
H 1.1981 -2.0039 3.8052
H 0.3965 -1.1837 4.9898
H -0.2805 -2.6784 4.6384
H -1.8893 0.1862 1.1219
H -1.2161 0.2816 -0.4546
*
```

3.
Below is a single C8H10N4O2 molecule in a non-equilibrium geometry, with properties calculated with ωB97M-V with the def2-TZVPD basis set.

Output
SMILES = CC1=Nc2c(O)nc(N)nc2O[C@H]1C
E_tot = -18512.713 eV
E_HOMO = -8.3 eV
max |F| = 5.2 eV/Å
LUMO energy = 0.49 eV

ORCA input file:
```
! wB97M-V def2-TZVPD RIJCOSX def2/J DEFGRID3
* xyz 0 1
N 1.0820 -0.5528 -0.8060
N -2.3402 -1.0860 -1.9166
N -2.4026 0.5238 -0.1780
O -0.2691 -2.0951 -2.5526
O -0.5167 0.9615 1.0227
C 1.6616 0.0900 0.1572
C -2.9527 -0.2576 -1.0693
C -1.0337 -1.2216 -1.8062
C -1.1346 0.1717 0.0700
C -0.3578 -0.5443 -0.7874
N -4.1470 0.1879 -1.4131
C 3.2079 0.2010 0.1111
C 1.0760 0.3249 2.6512
C 0.9326 0.9002 1.2457
H 0.4712 -2.0288 -1.9199
H -4.4974 0.9813 -0.9061
H -4.2536 0.1891 -2.4196
H 3.6176 0.5839 1.0597
H 3.6350 -0.8135 0.0298
H 3.5663 0.8130 -0.7291
H 1.8629 0.9409 3.1858
H 0.2892 0.4578 3.2732
H 1.2946 -0.6667 2.5974
H 1.2087 1.9392 1.1000
*
```

4.
Below is 3 unconnected molecules or ions with the total composition C8H10NO in a non-equilibrium geometry, with properties calculated with ωB97M-V with the def2-TZVPD basis set.

Output
E_tot = -11981.856 eV
E_HOMO = -11.6 eV
max |F| = 9.8 eV/Å
LUMO energy = -6.47 eV

ORCA input file:
```
! wB97M-V def2-TZVPD RIJCOSX def2/J DEFGRID3
* xyz 1 1
C 2.2704 -2.1792 1.6367
C 1.8856 -2.2546 0.4951
C 0.5763 1.5129 -1.2880
C -0.5691 2.1844 -1.6716
C 0.2929 1.0190 -0.1039
C -0.9873 1.2502 0.2376
C -1.8806 1.0053 1.3862
C 1.2808 -2.0288 -0.7280
N -0.0759 -2.0427 -0.4914
O -1.5198 1.8806 -0.8157
H 2.7242 -1.6513 2.4217
H 1.5131 1.5827 -1.7554
H -0.7568 2.7958 -2.4954
H -2.8665 1.3952 1.2125
H -1.7295 -0.0312 1.6120
H -1.5697 1.4194 2.3225
H 1.4675 -1.7476 -1.6951
H 1.1314 -0.0486 0.5683
H -0.5931 -2.2534 0.4347
H -0.5941 -1.8081 -1.2827
*
```

5.
Below is a gas-phase ion, C8H10NO (charge +1) in a non-equilibrium geometry, with properties calculated with ωB97M-V with the def2-TZVPD basis set.

Output
E_tot = -11985.504 eV
E_HOMO (alpha / beta) = -13.4 / -13.4 eV
max |F| = 7.9 eV/Å
LUMO energy (alpha / beta) = -5.94 / -5.94 eV

ORCA input file:
```
! wB97M-V def2-TZVPD RIJCOSX def2/J DEFGRID3
* xyz 1 1
C 0.3156 0.8636 -0.0723
C -0.6278 0.0054 0.6667
C -0.0549 -1.6456 -0.8228
C 1.5531 3.0194 -0.4830
C 0.5873 2.2570 0.0858
C 0.9157 -0.8020 -1.5736
C -1.2913 0.5060 1.9262
C -0.3185 -3.1224 -1.0937
N -0.7777 -1.2382 0.3289
O 1.0335 0.4060 -1.0782
H 1.6856 4.0933 -0.2565
H 2.3344 2.5484 -1.0652
H -0.1100 2.5828 0.8391
H 1.3287 -1.1527 -2.4506
H -0.4845 1.1397 2.4493
H -1.7807 -0.4131 2.4445
H -2.0996 1.0338 1.6468
H -0.5812 -3.7474 -0.1755
H 0.5724 -3.4980 -1.6324
H -1.2484 -3.0260 -1.7975
*
```

6.
Below is a gas-phase ion, C8H10NO (charge +1) in a non-equilibrium geometry, with properties calculated with ωB97M-V with the def2-TZVPD basis set.

Output
SMILES = C[n+]1coc2c1CC=CC2
E_tot = -11984.928 eV
E_HOMO (alpha / beta) = -13.1 / -13.1 eV
max |F| = 8.1 eV/Å
LUMO energy (alpha / beta) = -4.91 / -4.91 eV

ORCA input file:
```
! wB97M-V def2-TZVPD RIJCOSX def2/J DEFGRID3
* xyz 1 1
C 2.0197 0.9889 -0.0838
C 2.3341 0.2662 -1.1375
C -1.8622 -1.8327 -0.7333
C -0.1924 -0.2274 -0.0231
C 0.2259 -1.0834 -1.0230
C 0.6427 0.8743 0.5635
C 1.5571 -0.8740 -1.6800
C -2.2785 0.1134 1.2808
N -1.4781 -0.4677 0.2299
O -0.7594 -1.9342 -1.3677
H 2.7246 1.8383 0.3088
H 3.3670 0.4871 -1.4710
H -2.9185 -1.8742 -0.9391
H 0.6439 0.5279 1.6266
H 0.2171 1.7866 0.3946
H 1.2803 -0.9528 -2.7134
H 2.0232 -1.8236 -1.7123
H -2.7375 1.1219 0.9855
H -3.2098 -0.3479 1.3657
H -1.7153 -0.0265 2.2337
*
```

7.
Below is 2 unconnected molecules or ions with the total composition C8H10NO3 in a non-equilibrium geometry, with properties calculated with ωB97M-V with the def2-TZVPD basis set.

Output
E_tot = -16077.509 eV
E_HOMO (alpha / beta) = -13.7 / -12.9 eV
max |F| = 5.4 eV/Å
LUMO energy (alpha / beta) = -4.83 / -7.44 eV

ORCA input file:
```
! wB97M-V def2-TZVPD RIJCOSX def2/J DEFGRID3
* xyz 1 1
C 3.8782 0.1292 0.1207
C 3.2863 -1.1571 -0.0401
C 3.1278 1.2511 -0.3042
C 1.9498 -1.2474 -0.3160
C 1.7588 1.1896 -0.5514
C 1.1410 -0.0854 -0.5060
C -2.5051 0.4182 -0.2175
C -3.9612 0.5876 0.2725
N -1.9038 -0.6896 0.1632
O -1.9836 1.3715 -0.7213
O -0.1108 -0.3946 -0.8949
O -2.3048 -1.9091 -0.0459
H 4.8477 0.3311 0.3226
H 3.9681 -2.1140 0.0515
H 3.5570 2.2618 -0.4139
H 1.3686 -2.2155 -0.4655
H 1.4246 2.1734 -0.7832
H -4.5456 0.6898 -0.5182
H -4.1693 -0.1546 1.0834
H -4.0331 1.5634 0.7033
H -0.3689 0.4499 -1.3247
H -2.4645 -2.5241 0.6873
*
```

8.
Below is a molecular structure, C8H10O in a non-equilibrium geometry, with properties calculated with ωB97M-V with the def2-TZVPD basis set.

Output
E_tot = -10495.057 eV
E_HOMO = -8.2 eV
max |F| = 13.3 eV/Å
LUMO energy = 0.27 eV

ORCA input file:
```
! wB97M-V def2-TZVPD RIJCOSX def2/J DEFGRID3
* xyz 0 1
C -1.0463 0.2299 1.4584
C -0.9242 0.2778 -0.1505
C -2.1669 -0.4233 -0.7507
C -0.7998 -1.1578 -0.5979
C 1.2472 -0.7310 0.0715
C 2.5906 -0.7006 0.1633
C 0.3744 0.4271 -0.3500
C 0.8800 1.7984 -0.4375
H -1.5280 -0.5412 2.0073
H -1.5082 1.1629 1.7718
H 0.0336 0.0233 1.8718
H -2.8753 -0.6609 0.0611
H -2.6201 -0.0834 -1.5717
H -0.2769 -1.2811 -1.6783
H 3.3568 -1.4537 -0.1403
H 2.9439 0.5334 -0.4463
H -0.0246 2.5214 -0.5857
H 2.0148 1.8829 -0.7633
O 0.3290 -1.8242 0.0670
*
```